Below is 2 unconnected molecules or ions with the total composition C4H13N2O, with properties calculated with wB97M-V/def2-TZVPD.

Properties
E_tot = -344.68425 Ha
E_HOMO = -0.53054 Ha
total charge = +1
relative energy (zero: lowest compared OMol25 entry of this formula, charge and spin) = 216.9 kJ/mol
HOMO-LUMO gap = 11.33 eV

XYZ file:
```
20
C4H13N2O (wB97M-V/def2-TZVPD)
C -1.1626 -0.3922 1.7649
O -2.1058 -1.0561 2.5717
C -0.2596 -1.4716 1.2263
N 0.9963 -0.8444 0.6923
H -0.5870 0.3486 2.3332
H -1.6456 0.1636 0.9545
H -2.7218 -0.3874 2.8892
H -0.0179 -2.1855 2.0093
H -0.7098 -2.0359 0.4142
H 1.5142 -0.3598 1.4289
H 0.7532 -0.1485 -0.0837
H 1.6485 -1.5377 0.3154
C -0.4300 0.9530 -2.0774
C 1.8006 1.5550 -1.9658
N 0.8368 1.0154 -1.3467
H -0.8398 -0.0539 -2.0390
H -0.3472 1.2798 -3.1119
H -1.1567 1.5728 -1.5523
H 2.7429 1.6569 -1.4422
H 1.6912 1.9281 -2.9808
```